P | C5H8NO | wB97M-V/def2-TZVPD

Structure (XYZ):
```
15
C5H8NO, DFT wB97M-V/def2-TZVPD
O -0.58364 -0.57617 -0.99196
N -0.58381 -0.02901 0.07461
C 1.82028 -0.84861 0.08732
C -2.82459 0.69312 -0.14817
C 0.94499 -0.03857 0.90751
C -1.58570 0.73817 0.49293
C 2.28192 -0.47646 -1.10937
H 0.65039 -0.46652 1.83650
H 1.04271 0.98580 0.92541
H 1.51266 0.05065 -1.64767
H -3.74367 1.05489 0.32899
H -1.36626 1.44769 1.30163
H -3.00645 0.13439 -1.10267
H 2.29004 -1.68783 0.64559
H 3.15113 -0.98157 -1.60065
```

Summary:
Total charge = +1
Orbital gap = 7.4 eV
HOMO level = -14.3 eV
Structure (SMILES) = C=CC[N+](=O)C=C

***

Q | C5H8NO | wB97M-V/def2-TZVPD

Structure (XYZ):
```
15
C5H8NO, DFT wB97M-V/def2-TZVPD
O 1.18901 1.81372 -0.35934
N -0.95063 0.86928 0.15576
C -1.93188 0.12847 0.12234
C 0.45245 0.70316 -0.62359
C 2.10132 -0.96250 0.22136
C 0.83930 -0.70123 -0.27322
C -2.88622 -0.75711 -0.02492
H 3.00801 -0.39778 -0.09508
H -2.95823 -1.57994 0.71928
H 1.53772 1.98212 0.56605
H -3.68732 -0.69514 -0.78649
H -1.01858 1.80222 0.47817
H 2.39316 -2.05623 0.34816
H 1.61974 -0.96852 1.33869
H 0.29215 0.81948 -1.78718
```

Summary:
Total charge = +1
Orbital gap = 8.3 eV
HOMO level = -12.8 eV

***

It is P that is most stable; the runner-up trails by 0.0261 hartree.

***

P | C5H8NO | wB97M-V/def2-TZVPD

Structure (XYZ):
```
15
C5H8NO, DFT wB97M-V/def2-TZVPD
O 0.13657 1.53065 0.59521
N 1.45256 0.23739 -0.87598
C 0.27792 -1.04212 0.74926
C 1.08338 0.17743 0.50678
C -0.93494 -1.07152 -0.09141
C -0.90563 1.34475 -0.01757
C -1.56261 0.10002 -0.40690
H 1.95300 1.06729 -1.21956
H 1.86543 0.46268 1.31239
H 0.98539 -0.33632 -1.52170
H 0.93858 -2.05431 0.61914
H -2.54379 0.32463 -0.80472
H -1.31823 2.31338 -0.12288
H -0.06839 -1.16797 1.78133
H -1.35923 -1.88599 -0.50340
```

Summary:
Total charge = +1
Orbital gap = 9.0 eV
HOMO level = -14.7 eV

***

Q | C5H8NO | wB97M-V/def2-TZVPD

Structure (XYZ):
```
15
C5H8NO, DFT wB97M-V/def2-TZVPD
O 2.09793 0.94268 -0.15198
N 3.10050 0.37743 0.08743
C 0.71411 -1.27635 -0.16098
C -0.43207 1.02344 -0.10241
C 0.65261 0.04210 -0.08408
C 4.04362 -0.23311 0.12508
C -1.82993 0.43455 0.26027
H -0.29110 1.36059 -1.20684
H -1.93910 -0.04906 1.25020
H 4.96323 -0.68422 0.51437
H -0.23539 -1.85306 0.07194
H -2.55893 1.16574 -0.13266
H 1.58009 -1.93392 -0.44166
H -0.10795 1.95241 0.56034
H -1.95766 -0.42224 -0.43365
```

Summary:
Total charge = +1
Orbital gap = 10.3 eV
HOMO level = -14.7 eV
Structure (SMILES) = C#[N+]OC(=C)CC

***

It is P that is most stable; the runner-up trails by 0.1340 hartree.

***

P | C32H96O16 | wB97M-V/def2-TZVPD

Structure (XYZ):
```
144
C32H96O16, DFT wB97M-V/def2-TZVPD
O 2.13471 0.89281 1.05512
O -0.91198 4.72062 2.95453
O -4.59366 1.00417 -1.87055
O 0.50949 -0.74977 -0.53554
O -6.56966 1.34019 -0.00297
O 2.47038 4.41054 -4.12053
O -0.50825 1.83167 6.31952
O 0.33539 -3.31495 -1.43050
O 3.37240 -1.06388 6.77423
O 3.78319 2.55733 -2.52070
O -1.98335 -4.95055 -2.15495
O 4.57542 1.98801 1.80787
O 0.87524 -1.29999 -6.08515
O -3.24637 2.57866 -3.82041
O -2.52813 -4.64136 2.72180
O 4.48189 -5.62614 -0.23993
C 2.54862 5.41423 -3.09977
C -4.95546 1.54981 1.72622
C -1.03362 3.33508 -4.13407
C 2.29180 -0.35215 6.06320
C 3.10346 1.35649 -2.21250
C 4.68034 3.22379 0.98577
C 2.94251 -1.22025 2.11088
C 2.80963 -5.38731 1.41535
C -0.36109 -3.53760 2.51223
C -0.53443 1.80806 4.88423
C -4.99340 -0.26484 -2.47200
C 1.22378 -1.38288 5.75386
C -0.58293 4.01494 1.72099
C 3.28461 3.84676 0.97360
C 1.86012 -4.75246 -2.64586
C -1.82105 1.18455 4.44142
C -0.24174 -1.08626 -5.22705
C -6.37662 1.19223 1.39626
C -1.91964 2.38831 -3.40489
C -3.12512 -4.09064 -1.92682
C -3.25965 -3.68476 -0.46505
C -1.50184 0.54034 0.02882
C -0.52309 0.10966 -1.05319
C -1.67545 -3.60943 3.24332
C 1.40602 5.30910 -2.13064
C 4.20538 -5.07695 1.06049
C 4.06214 0.40945 -1.56834
C -4.23035 -0.45034 -3.73976
C -0.92953 -2.36912 -5.01972
C 1.67349 -3.40137 -1.99486
C -1.63650 4.14670 0.64428
C 2.12164 0.07091 2.28943
H 2.50294 -1.77910 1.27677
H -1.85684 -2.16767 -4.46132
H -5.26488 1.16126 -1.18021
H 0.08086 -4.53758 2.48250
H 0.28118 -2.82706 3.03724
H -0.00044 3.19890 -3.80481
H 3.61325 -0.55389 -1.31810
H 2.54014 6.42688 -3.51726
H 2.99975 4.09797 1.99747
H -4.38426 -1.45300 -4.13325
H -0.04817 2.63064 6.59374
H 2.13722 -4.98865 0.64587
H -1.09359 3.16814 -5.21827
H 0.30504 -2.47551 -0.94801
H 4.32888 -3.98862 1.04168
H -3.98753 -4.66997 -2.25097
H 1.17523 -0.19837 -0.07432
H 2.03465 -5.51227 -1.87003
H -3.16570 -0.38003 -3.51919
H -1.03138 -0.48837 -1.80647
H -3.83094 2.09708 -3.22520
H 3.97402 -0.41610 7.14803
H 1.43266 4.38813 -1.54169
H 2.64349 -4.72983 -3.41251
H -4.77906 2.60142 1.51439
H 3.01740 -1.79711 3.03137
H 3.04226 1.21266 0.95943
H 0.25852 1.14865 4.49244
H 0.95634 -4.99020 -3.19594
H -4.53115 0.27395 -4.49931
H -0.49922 2.94120 1.97604
H 0.71477 -1.76631 6.63360
H 5.41015 1.50858 1.78145
H -1.89951 -0.39253 0.42969
H 3.94111 -0.98069 1.74964
H -2.68936 1.76740 4.76096
H -4.75633 1.35353 2.77298
H 2.52343 0.71573 3.08112
H -1.18753 -2.88163 -5.94705
H 1.93181 0.45250 6.69693
H -0.40372 2.80434 4.47540
H 2.21312 4.80230 -4.94994
H -1.35644 3.75387 -0.33295
H -4.13971 -3.06221 -0.34051
H 2.54330 3.22038 0.47844
H 5.35008 3.93760 1.46506
H -4.24052 0.95541 1.15445
H 2.29920 1.56489 -1.50280
H 4.93232 0.24244 -2.19825
H 1.07143 -0.16740 2.45139
H -1.61860 1.36631 -3.66140
H 2.68701 0.89767 -3.12142
H 4.38720 0.79670 -0.59975
H 2.41985 -3.22528 -1.22199
H 3.50868 5.24269 -2.62679
H 1.43174 6.18184 -1.49110
H -1.49272 -3.79050 4.30559
H -7.05026 1.83460 1.96810
H -1.21279 -4.41195 -1.90231
H -2.04807 -5.47741 2.80601
H -2.35459 -3.14002 -0.17097
H 1.81147 -2.61956 -2.75192
H -7.50250 1.20961 -0.20293
H 2.53616 -4.91248 2.35770
H 3.30817 4.74518 0.36265
H -1.83280 2.54034 -2.32363
H -0.98144 1.09099 0.82166
H -3.05926 -3.19380 -2.54823
H -1.88785 0.20382 4.90270
H 0.49625 -0.97752 5.05066
H 5.43113 -5.77677 -0.29278
H -2.26409 -2.69942 3.18668
H -2.55938 3.64885 0.94771
H -0.36221 -3.04198 -4.38033
H -1.88520 1.06352 3.36179
H 2.71634 -0.00135 5.11177
H -0.80855 5.66665 2.82156
H 0.38938 4.32659 1.34160
H -1.27093 4.37682 -3.89873
H -0.04538 0.92768 -1.58294
H -1.87162 5.20169 0.53068
H -6.06525 -0.28579 -2.65923
H 0.08253 -0.68518 -4.26479
H 0.46305 5.32344 -2.68668
H -6.55332 0.14956 1.67920
H -0.41780 -3.21369 1.47058
H -2.34076 1.13490 -0.31981
H 1.74985 -2.20697 5.26128
H -3.36079 -4.53627 0.20380
H 3.38809 2.96540 -3.30626
H 4.88760 -5.48856 1.80434
H -0.90368 -0.33594 -5.67007
H 4.98151 2.98410 -0.03738
H -4.70909 -1.07555 -1.79223
H 2.62079 -6.44896 1.51439
H 1.34504 -0.46716 -6.18415
```

Summary:
Orbital gap = 9.7 eV
HOMO level = -9.3 eV

***

Q | C32H96O16 | wB97M-V/def2-TZVPD

Structure (XYZ):
```
144
C32H96O16, DFT wB97M-V/def2-TZVPD
O -8.96725 0.78494 0.11171
O 1.95869 2.55773 -7.87781
O 5.50396 2.41775 -1.81807
O -5.54393 -2.95159 7.57067
O -4.05651 5.25550 2.95614
O 0.92312 -9.49725 -1.18216
O -3.22408 -4.14334 -0.49493
O 0.56369 -1.74335 -0.42366
O -3.51146 -2.92932 -7.08814
O 1.93270 -0.17170 6.46020
O -2.16160 6.07561 -1.01688
O 5.72604 2.16090 5.63071
O -4.05190 1.39443 -6.66299
O 2.40444 5.74974 0.24881
O 4.54634 -1.97821 -3.01344
O 4.81846 -6.84873 3.82171
C -7.42602 0.93371 1.90899
C 3.07916 -2.08046 7.55975
C -2.51321 -5.71209 1.14515
C 1.36431 1.79615 -6.85734
C 1.83910 -8.55601 -0.60885
C -2.59999 5.86880 -2.32577
C -0.06674 0.50004 -0.00625
C -5.07661 -1.77559 6.98733
C -4.29596 -2.04086 5.69666
C 5.43373 -5.61778 3.61880
C 0.92528 2.83204 -5.82640
C -3.06036 -5.53958 -0.21297
C -4.77042 2.08286 -5.64578
C 6.69804 2.98830 -2.18606
C -3.95180 6.58985 -2.47406
C -2.84902 -3.61302 -6.03591
C 5.13591 -3.07697 -3.61448
C 0.44162 -0.78142 0.60332
C -5.19375 6.07102 3.16865
C 4.38317 -4.76492 2.86409
C 5.00736 -2.94925 -5.12215
C 6.24752 2.09459 4.33932
C 3.23782 -9.14688 -0.87969
C 6.56723 3.26120 -3.69202
C 7.05674 3.42131 4.08699
C 2.94570 6.21959 1.44011
C 1.73680 -1.44891 7.09052
C -4.68246 7.45265 3.56361
C -5.12006 1.16141 -4.47769
C 2.21551 7.43040 1.85941
C -8.67641 1.52114 1.30544
C -1.47231 -3.07441 -5.79533
H -3.97616 -6.12190 -0.31452
H -4.21487 0.77132 -4.01234
H 5.43662 -7.56002 3.63853
H -3.95023 -1.10889 5.24945
H -3.95551 7.62868 -2.14406
H 5.40136 1.53559 -2.18259
H -0.32873 -2.05444 -0.59222
H -0.97472 -3.57853 -4.96687
H 7.88079 3.58462 4.78152
H -9.91677 0.87256 0.00048
H -4.24952 3.02185 -5.45854
H -3.54621 -3.40599 -5.22402
H 1.15991 7.23210 2.04513
H 2.80423 5.42886 2.17688
H 5.66698 -5.11849 4.55924
H 1.74636 -8.46805 0.47363
H 5.64378 -3.66902 -5.63691
H -8.49065 2.53869 0.96166
H 3.43520 -9.04825 -1.94713
H 6.33283 -5.77251 3.02232
H 6.27528 2.34375 -4.20307
H -0.29558 -1.13710 1.32314
H -3.65014 5.63435 2.17324
H 0.54341 1.24032 -7.31042
H 1.78286 3.16526 -5.24193
H 4.02570 6.35435 1.38048
H 2.74490 7.70680 2.77125
H 2.27609 8.21454 1.10473
H -2.74735 4.79212 -2.41030
H -6.55407 1.06101 1.26743
H 1.34674 -2.09109 6.30086
H -4.34366 0.48259 -6.73394
H 2.04434 1.06828 -6.41477
H -3.23971 -5.33162 1.86317
H 4.82991 -3.80093 2.62071
H -2.41305 -6.79087 1.26473
H -2.70914 -4.68791 -6.15049
H 4.62172 -3.96599 -3.24933
H -2.35997 -5.86784 -0.98096
H -5.65500 1.64969 -3.66313
H 5.18347 -1.95312 -5.52812
H 3.66586 -2.26384 -2.75894
H 6.90614 3.87576 -1.58838
H -4.78778 6.19612 -1.89595
H -4.38025 8.02870 2.68900
H 1.24566 2.99013 -8.35345
H -7.60090 -0.09898 2.21074
H -4.16479 -3.96333 -0.56028
H -4.21325 6.65369 -3.53031
H -5.73467 2.34649 -6.08030
H 0.25699 2.30932 -5.14210
H -0.89908 -3.09790 -6.72213
H 1.10655 0.29565 6.60388
H 0.96940 -1.41618 7.86391
H -1.55617 -2.01570 -5.55000
H 4.21856 -5.35026 1.95945
H -9.50138 1.50451 2.01765
H 5.78966 4.00258 -3.87598
H 3.17713 -10.18878 -0.56530
H -4.12257 -3.58318 -7.43542
H 6.45757 4.32855 4.16464
H -2.03348 6.23834 -3.18051
H 4.02929 -8.70576 -0.27380
H 7.38646 3.49306 3.05053
H 3.46053 -4.51963 3.39011
H -7.27179 1.51652 2.81707
H 0.57399 0.71828 -0.86061
H 6.88274 1.23538 4.12398
H -6.50305 -2.98510 7.54697
H -5.51418 8.00457 4.00149
H 6.17671 -3.02593 -3.29472
H 5.48359 2.11463 3.56209
H 3.25167 -1.87191 8.61562
H -3.96490 7.44691 4.38409
H 2.96211 5.05186 -0.10270
H -4.84514 -2.53310 4.89405
H -5.65762 0.29710 -4.86769
H -5.93889 -1.11050 6.94027
H 1.41549 -0.67810 1.08185
H 4.87410 1.71919 5.60425
H -4.33540 -1.33932 7.65693
H 3.08908 -3.16719 7.47618
H 1.72082 -7.55514 -1.02404
H 3.98683 -3.21099 -5.40163
H -5.82653 6.11989 2.28247
H 7.50990 2.27926 -2.02414
H -1.08573 0.41442 -0.38366
H 0.06567 1.25972 0.76411
H 0.41798 3.71189 -6.22214
H 7.54339 3.62573 -4.01191
H 3.97874 -1.75355 7.03822
H -1.52168 -5.26423 1.21117
H -3.49606 -2.72136 5.98852
H -5.77036 5.65418 3.99439
H 0.30633 -9.90848 -0.57219
H -1.21537 5.92127 -0.96759
```

Summary:
Orbital gap = 10.0 eV
HOMO level = -9.9 eV

***

It is P that is most stable; the runner-up trails by 0.1827 hartree.